1.
{
  "formula": "C11H18N2O2",
  "method": "ωB97M-V/def2-TZVPD",
  "symbols": ["C", "C", "C", "C", "C", "C", "C", "C", "C", "C", "C", "N", "N", "O", "O", "H", "H", "H", "H", "H", "H", "H", "H", "H", "H", "H", "H", "H", "H", "H", "H", "H", "H"],
  "positions_angstrom": [[1.546, -0.924, 0.574], [1.758, 0.198, -0.042], [-0.534, 0.078, 0.042], [-0.571, -1.807, 1.465], [-2.877, 1.464, -0.732], [-2.778, 1.095, 1.282], [-2.907, 0.200, 0.053], [2.587, -1.868, 1.127], [2.763, 2.332, -1.214], [-3.724, -1.342, -1.565], [2.972, 0.913, -0.480], [0.478, 0.781, -0.323], [0.189, -1.040, 0.768], [-2.378, 2.162, 0.452], [-3.310, -0.985, -0.187], [-1.614, -1.559, 1.533], [-0.136, -2.598, 2.014], [-2.246, 1.519, -1.628], [-3.941, 1.804, -1.092], [-3.720, 1.150, 1.654], [-2.161, 0.917, 2.203], [3.241, -2.287, 0.347], [2.174, -2.838, 1.641], [3.154, -1.347, 1.845], [3.757, 2.779, -1.343], [2.207, 2.929, -0.574], [2.228, 2.318, -2.185], [-3.372, -0.728, -2.398], [-4.803, -1.299, -1.755], [-3.376, -2.455, -1.669], [3.663, 0.882, 0.365], [3.639, 0.369, -1.152], [0.490, 1.585, -1.018]],
  "lowdin_charge": [-0.208, -0.145, 0.107, 0.288, -0.077, -0.098, -0.217, 0.036, -0.040, 0.048, -0.108, 0.173, 0.007, -0.049, 0.024, 0.110, 0.123, 0.141, 0.205, 0.118, 0.169, 0.110, 0.129, 0.079, 0.100, 0.043, 0.094, 0.104, 0.115, 0.152, 0.135, 0.136, 0.196],
  "orbital_gap_ev": 7.931,
  "relative_energy_ev": 1.826,
  "charge": 2,
  "lumo_ev": -9.0345
}



2.
{
  "formula": "C20H24N4O3",
  "method": "ωB97M-V/def2-TZVPD",
  "symbols": ["C", "C", "O", "C", "C", "C", "C", "C", "O", "C", "C", "C", "O", "N", "C", "C", "N", "C", "N", "C", "C", "C", "N", "C", "C", "C", "C", "H", "H", "H", "H", "H", "H", "H", "H", "H", "H", "H", "H", "H", "H", "H", "H", "H", "H", "H", "H", "H", "H", "H", "H"],
  "positions_angstrom": [[5.758, 2.579, 0.158], [4.493, 1.792, 0.462], [4.574, 0.563, -0.234], [3.583, -0.348, -0.098], [2.437, -0.179, 0.677], [1.485, -1.180, 0.745], [1.658, -2.378, 0.055], [0.712, -3.513, 0.120], [0.979, -4.593, -0.366], [-0.617, -3.270, 0.802], [-1.518, -2.379, -0.064], [-2.379, -1.471, 0.801], [-2.074, -1.207, 1.948], [-3.515, -0.977, 0.239], [-3.835, -0.991, -1.169], [-3.239, 0.274, -1.829], [-3.131, 1.314, -0.832], [-1.917, 1.759, -0.433], [-1.883, 2.562, 0.638], [-0.712, 3.064, 0.969], [0.450, 2.787, 0.261], [0.310, 1.923, -0.815], [-0.852, 1.410, -1.168], [-4.244, 1.354, 0.088], [-4.236, 0.069, 0.946], [2.813, -2.537, -0.721], [3.755, -1.543, -0.805], [5.733, 3.534, 0.675], [5.838, 2.753, -0.911], [6.630, 2.019, 0.484], [3.608, 2.352, 0.129], [4.409, 1.609, 1.542], [2.276, 0.727, 1.238], [0.612, -1.010, 1.355], [-1.100, -4.234, 0.970], [-0.468, -2.788, 1.770], [-2.127, -3.006, -0.713], [-0.909, -1.724, -0.695], [-3.465, -1.888, -1.660], [-4.926, -0.986, -1.251], [-3.885, 0.616, -2.645], [-2.238, 0.088, -2.220], [-0.711, 3.711, 1.837], [1.398, 3.217, 0.537], [1.154, 1.620, -1.423], [-5.162, 1.429, -0.502], [-4.142, 2.237, 0.717], [-3.713, 0.235, 1.890], [-5.257, -0.266, 1.155], [2.945, -3.468, -1.253], [4.646, -1.660, -1.402]],
  "lowdin_charge": [-0.061, -0.256, -0.042, -0.262, -0.020, -0.006, -0.156, -0.365, 0.086, -0.103, -0.077, -0.440, 0.053, -0.055, -0.118, -0.116, -0.067, -0.358, 0.138, -0.124, -0.071, -0.138, 0.135, -0.122, -0.102, -0.003, 0.011, 0.077, 0.079, 0.079, 0.108, 0.129, 0.096, 0.112, 0.127, 0.110, 0.115, 0.126, 0.111, 0.125, 0.123, 0.104, 0.110, 0.083, 0.111, 0.122, 0.110, 0.116, 0.125, 0.120, 0.119],
  "orbital_gap_ev": 9.112,
  "relative_energy_ev": 2.474,
  "smiles": "CCOc1ccc(C(=O)CCC(=O)N2CCN(c3ncccn3)CC2)cc1",
  "lumo_ev": 0.6305
}



3.
{
  "formula": "C2H5BrO3S",
  "method": "ωB97M-V/def2-TZVPD",
  "symbols": ["C", "C", "O", "O", "O", "S", "Br", "H", "H", "H", "H", "H"],
  "positions_angstrom": [[-2.313, 0.295, -0.336], [2.542, 0.255, 0.101], [1.210, -0.196, 0.062], [-0.906, -2.103, -0.279], [-1.339, 0.117, 0.690], [-0.476, -1.220, 0.758], [2.656, 1.993, 0.900], [-3.047, -0.517, -0.299], [-1.773, 0.361, -1.332], [-2.756, 1.254, -0.120], [3.069, 0.241, -0.883], [3.133, -0.480, 0.738]],
  "lowdin_charge": [-0.122, -0.693, -0.275, -0.472, -0.471, 0.909, 0.650, 0.086, 0.110, 0.082, 0.088, 0.107],
  "multiplicity": 3,
  "orbital_gap_ev": [7.269, 7.620],
  "lumo_ev": [0.5957, -2.9763]
}



4.
{
  "formula": "C2H3HgO2",
  "method": "ωB97M-V/def2-TZVPD",
  "symbols": ["C", "C", "O", "H", "Hg", "O", "H", "H"],
  "positions_angstrom": [[-0.701, -0.382, 0.375], [-1.795, 0.168, -0.129], [-2.735, 0.741, -0.486], [-0.673, -0.582, 1.448], [1.076, 1.341, 0.293], [1.916, -0.087, -0.587], [0.042, -1.002, -0.322], [2.869, -0.197, -0.591]],
  "lowdin_charge": [-0.195, -0.291, 0.182, 0.068, 0.805, -0.625, 0.105, -0.049],
  "multiplicity": 2,
  "orbital_gap_ev": [8.166, 8.270],
  "relative_energy_ev": 0.000,
  "lumo_ev": [0.6017, -1.1038]
}



5.
{
  "formula": "C2H3ClO4S",
  "method": "ωB97M-V/def2-TZVPD",
  "symbols": ["C", "O", "C", "O", "S", "O", "O", "Cl", "H", "H", "H"],
  "positions_angstrom": [[1.677, -0.992, -0.587], [0.441, -0.202, -0.440], [0.090, 0.601, 0.542], [0.613, 1.137, 1.442], [-1.847, 0.864, 0.354], [-2.474, 0.428, 1.520], [-1.963, 2.213, -0.062], [-2.481, -0.382, -1.230], [1.687, -1.390, -1.563], [1.538, -1.754, 0.245], [2.718, -0.522, -0.220]],
  "lowdin_charge": [0.009, -0.110, -0.530, 0.177, 0.419, -0.305, -0.318, 0.331, 0.070, 0.113, 0.144],
  "orbital_gap_ev": 10.705,
  "relative_energy_ev": 1.067,
  "smiles": "COC(=O)S(=O)(=O)Cl",
  "lumo_ev": -0.3053
}



6.
{
  "formula": "C4H7NO",
  "method": "ωB97M-V/def2-TZVPD",
  "symbols": ["C", "O", "C", "C", "C", "N", "H", "H", "H", "H", "H", "H", "H"],
  "positions_angstrom": [[1.416, -0.220, 1.277], [0.475, -0.299, 0.249], [-1.174, -0.232, 0.534], [-1.531, 0.131, -0.819], [-0.494, 0.542, -1.564], [0.177, 1.038, -2.447], [2.242, -0.899, 1.009], [1.160, -0.471, 2.314], [1.870, 0.770, 1.395], [-1.157, 0.575, 1.270], [-1.597, -1.174, 0.898], [-2.381, -0.329, -1.301], [0.995, 0.569, -2.816]],
  "lowdin_charge": [-0.166, -0.256, -0.070, -0.123, -0.187, 0.166, 0.083, 0.079, 0.076, 0.107, 0.111, 0.100, 0.081],
  "orbital_gap_ev": 9.456,
  "relative_energy_ev": 4.023,
  "smiles": "COCC=C=N",
  "lumo_ev": 1.0127
}



Q: What is the formula in the first record?
A: C11H18N2O2